a:
Below is a 7-piece molecular cluster, C63H133N7O7 overall, with properties calculated with ωB97M-V with the def2-TZVPD basis set.

Calculated values
HOMO energy, eV: -7.57
LUMO energy, eV: 0.44
Gap between HOMO and LUMO, eV: 8.01

ORCA input file:
```
! wB97M-V def2-TZVPD RIJCOSX def2/J DEFGRID3
* xyz 0 1
C 1.13503 2.41648 7.02121
C 0.30804 2.21548 5.73115
C -0.83595 1.24764 6.07045
C -1.89216 1.12259 4.99063
C -2.38999 2.50773 4.69449
C -1.30823 3.49890 4.23826
N -0.20687 3.50783 5.23066
O 0.83569 4.40228 4.86564
C -0.85027 3.14720 2.81025
C -1.91441 4.90889 4.30162
C 1.28130 1.50689 4.74962
H 1.55480 1.44615 7.26530
H 0.56094 2.83979 7.84937
H 1.90536 3.16336 6.81432
H -0.40915 0.29558 6.39437
H -1.26748 1.63396 7.00205
H -2.58952 0.37005 5.36929
H -1.54179 0.65094 4.06450
H -2.88523 2.93309 5.56989
H -3.08721 2.47460 3.85153
H -0.24335 2.24268 2.73023
H -1.72225 3.01082 2.16944
H -0.16618 3.89702 2.40679
H -2.30860 5.00755 5.32029
H -1.24171 5.76744 4.30361
H -2.72757 5.04687 3.59021
H 0.96899 0.54075 4.34388
H 2.28082 1.36304 5.16529
H 1.49438 2.07559 3.83783
H 1.05915 4.82133 5.70611
C 1.91391 3.53303 -3.22691
C 2.99272 2.61511 -3.82615
C 2.25511 1.50391 -4.58057
C 3.03807 0.91894 -5.73461
C 3.48887 2.02928 -6.67521
C 4.32841 3.11865 -6.02070
N 3.77691 3.46757 -4.71913
O 4.45108 4.55326 -4.14688
C 5.77471 2.61305 -5.76244
C 4.41487 4.31130 -6.98623
C 3.79916 1.97307 -2.70376
H 1.38376 4.05358 -4.02388
H 2.34424 4.21082 -2.48206
H 1.14567 3.07000 -2.59310
H 2.07731 0.67510 -3.88871
H 1.25766 1.80823 -4.90993
H 2.52335 0.19302 -6.36800
H 3.89155 0.33015 -5.37834
H 2.58687 2.41151 -7.15739
H 4.16398 1.63332 -7.43994
H 6.39922 3.18966 -5.08373
H 5.68058 1.61657 -5.31766
H 6.33322 2.49633 -6.69631
H 4.97663 5.15797 -6.60471
H 4.73845 3.93078 -7.95368
H 3.38910 4.66599 -7.14241
H 4.50156 1.23363 -3.10428
H 3.10441 1.44321 -2.05170
H 4.43025 2.69488 -2.18336
H 3.73702 5.15344 -3.88878
C -5.22029 0.37255 2.83330
C -6.52265 -0.23400 2.31488
C -7.41661 -0.67763 3.49136
C -8.89241 -0.77885 3.10950
C -9.37902 0.44434 2.32827
C -8.56585 0.77957 1.08808
N -7.15915 0.81728 1.49406
O -6.33060 1.11024 0.36357
C -8.87428 -0.10298 -0.13203
C -8.89736 2.26215 0.72650
C -6.20405 -1.48201 1.47992
H -4.82236 -0.24861 3.64708
H -5.22666 1.34270 3.33644
H -4.44647 0.37039 2.06312
H -7.12918 -1.68643 3.79460
H -7.33207 -0.03553 4.36999
H -9.52685 -0.85414 3.99790
H -9.12020 -1.72016 2.59750
H -9.31869 1.28423 3.02121
H -10.38517 0.13540 2.03367
H -9.71897 0.37654 -0.63389
H -8.03273 -0.18434 -0.81151
H -9.27750 -1.07220 0.17212
H -8.39741 2.59975 -0.17492
H -9.98851 2.30292 0.66702
H -8.62694 2.89185 1.57473
H -7.13356 -1.87756 1.05850
H -5.78077 -2.27558 2.09816
H -5.56911 -1.31118 0.61024
H -5.78258 1.81813 0.72343
C 5.01955 3.92940 1.25485
C 3.68502 4.66511 1.08798
C 3.44613 5.23447 2.51568
C 2.29048 6.22089 2.55701
C 2.60228 7.36275 1.59468
C 2.93430 6.95310 0.16366
N 3.79754 5.76036 0.13563
O 4.00089 5.33412 -1.17677
C 1.61804 6.78480 -0.57792
C 3.76808 8.11709 -0.41759
C 2.58690 3.63206 0.76590
H 5.02083 3.29855 2.14367
H 5.90799 4.55792 1.32557
H 5.15950 3.26850 0.39011
H 3.33527 4.45920 3.27316
H 4.31702 5.84257 2.79007
H 2.21596 6.63318 3.56482
H 1.35089 5.73226 2.28929
H 3.33688 8.01593 2.06995
H 1.66493 7.92822 1.57024
H 1.10441 7.73690 -0.70041
H 1.74123 6.28673 -1.54442
H 0.94366 6.08856 -0.06792
H 4.64942 8.34581 0.17780
H 4.06211 7.84502 -1.43263
H 3.14749 9.01479 -0.43716
H 2.63444 2.72609 1.37936
H 2.71790 3.34463 -0.27813
H 1.59676 4.00222 1.03864
H 4.87643 5.64287 -1.44164
C 2.22409 -1.42368 -0.48467
C 0.83466 -0.96855 0.03312
C 0.38339 0.04462 -1.03770
C -1.08948 0.43406 -0.91729
C -1.94711 -0.84406 -0.81797
C -1.48917 -1.96879 0.13408
N -0.04134 -2.14047 -0.02349
O 0.44650 -3.12326 0.88838
C -2.09260 -1.83766 1.52814
C -2.13307 -3.25674 -0.41970
C 0.98779 -0.28153 1.40737
H 2.71123 -2.19977 0.11194
H 2.87368 -0.55209 -0.40916
H 2.06651 -1.88401 -1.46078
H 1.03638 0.91670 -0.95859
H 0.59559 -0.49475 -1.96155
H -1.28981 1.11251 -1.74602
H -1.27050 0.97178 0.01829
H -2.24618 -1.14771 -1.82422
H -2.89610 -0.43383 -0.44655
H -3.16204 -1.64795 1.45637
H -1.90678 -2.71710 2.14239
H -1.65849 -0.97523 2.04563
H -1.67956 -4.13209 0.06298
H -3.21637 -3.31927 -0.35596
H -1.82142 -3.50321 -1.44365
H 0.04792 0.21400 1.66131
H 1.66173 0.55641 1.21356
H 1.31679 -0.95809 2.18944
H 0.81367 -3.80200 0.31028
C 4.06427 -5.69926 3.43972
C 2.71358 -6.31397 3.74877
C 1.77151 -5.94684 2.58327
C 0.42817 -6.59985 2.69996
C 0.70609 -8.10210 2.53147
C 1.63146 -8.66705 3.66664
N 2.77100 -7.75833 3.86918
O 3.76892 -8.22726 4.73762
C 0.80509 -8.92234 4.92224
C 2.12318 -10.01678 3.11631
C 2.16987 -5.66788 5.04560
H 4.77871 -5.88182 4.24560
H 4.05632 -4.61617 3.30856
H 4.46704 -6.12044 2.51312
H 1.70449 -4.85418 2.59122
H 2.35145 -6.22226 1.69646
H -0.17238 -6.15597 1.89892
H -0.07320 -6.36050 3.63668
H 0.98778 -8.41214 1.52634
H -0.28039 -8.56751 2.65418
H -0.01992 -9.60051 4.69886
H 1.47412 -9.35948 5.67004
H 0.35499 -8.07348 5.44060
H 2.77046 -10.45884 3.87789
H 1.27145 -10.68950 3.04150
H 2.61614 -9.77520 2.17878
H 2.94007 -5.68782 5.81750
H 1.31143 -6.24779 5.38984
H 1.76249 -4.65715 4.96476
H 4.40684 -8.64863 4.14949
C -1.85165 -3.30775 -7.50824
C -0.81862 -2.19130 -7.34922
C -1.32990 -1.13649 -6.37479
C -1.34035 -1.52943 -4.92130
C 0.02850 -2.05388 -4.49802
C 0.65318 -3.13886 -5.42879
N 0.48635 -2.61903 -6.80553
O 1.10423 -3.49582 -7.72949
C 2.13463 -3.20374 -5.10431
C -0.04874 -4.48565 -5.16438
C -0.56288 -1.48008 -8.68333
H -2.01403 -3.86865 -6.59027
H -1.48633 -4.02355 -8.24829
H -2.81737 -2.92104 -7.83579
H -0.73903 -0.21105 -6.41431
H -2.32399 -0.84432 -6.73144
H -2.16055 -2.24620 -4.77398
H -1.54339 -0.71503 -4.22041
H -0.06256 -2.45253 -3.48375
H 0.63600 -1.14620 -4.49667
H 2.56478 -2.20108 -5.09666
H 2.27673 -3.55610 -4.08157
H 2.68820 -3.79268 -5.83443
H 0.59914 -5.08012 -4.51574
H -0.94476 -4.39635 -4.54377
H -0.28974 -4.97179 -6.10432
H 0.21154 -0.72879 -8.55620
H -1.53277 -1.09332 -9.00490
H -0.28385 -2.18145 -9.47051
H 1.89667 -3.05372 -8.05072
*
```

b:
Below is a 7-piece molecular cluster, C63H133N7O7 overall, with properties calculated with ωB97M-V with the def2-TZVPD basis set.

Calculated values
HOMO energy, eV: -8.04
LUMO energy, eV: 0.40
Gap between HOMO and LUMO, eV: 8.45

ORCA input file:
```
! wB97M-V def2-TZVPD RIJCOSX def2/J DEFGRID3
* xyz 0 1
C 4.69080 -0.59370 -5.18925
C 4.09089 0.39616 -4.16578
C 4.11910 -0.19972 -2.76138
C 5.45890 -0.17315 -2.04570
C 5.94904 1.30462 -2.03295
C 6.04032 1.92489 -3.44159
N 4.78134 1.68240 -4.13095
O 4.70268 2.44614 -5.31595
C 6.23772 3.42722 -3.27858
C 7.25374 1.29293 -4.14395
C 2.63221 0.64275 -4.57885
H 5.66887 -0.95720 -4.87932
H 4.84423 -0.08213 -6.14491
H 3.93105 -1.34149 -5.41640
H 3.25661 0.14236 -2.18636
H 3.91539 -1.27378 -2.88545
H 6.20083 -0.81137 -2.51982
H 5.32574 -0.49346 -1.01225
H 6.94515 1.26266 -1.56919
H 5.44927 1.87894 -1.24907
H 6.84349 3.73050 -2.42231
H 6.73200 3.85032 -4.15549
H 5.27932 3.93657 -3.15933
H 7.45065 0.26405 -3.84797
H 7.15624 1.39303 -5.23127
H 8.22432 1.79433 -4.03633
H 2.52170 1.10083 -5.55966
H 2.21713 1.32936 -3.83205
H 2.07812 -0.29352 -4.51747
H 3.87842 2.93439 -5.21393
C 1.35621 -8.49110 3.95856
C 0.21835 -7.90030 3.13706
C 0.68687 -7.73912 1.68200
C -0.48913 -7.44286 0.76209
C -1.49621 -8.56708 0.80949
C -1.96380 -8.99785 2.21968
N -0.88513 -8.87203 3.18038
O -1.22940 -9.30560 4.46354
C -3.18324 -8.12318 2.61266
C -2.40543 -10.45342 2.10776
C -0.18523 -6.57899 3.78084
H 1.09961 -8.56857 5.01573
H 2.24562 -7.85648 3.89176
H 1.69469 -9.49043 3.67620
H 1.39205 -6.90792 1.63930
H 1.15660 -8.68481 1.40794
H -0.19152 -7.25149 -0.27071
H -1.01614 -6.53134 1.07244
H -1.08353 -9.42644 0.26848
H -2.35073 -8.27322 0.19274
H -3.55799 -8.46972 3.57972
H -2.89584 -7.07995 2.77510
H -3.97100 -8.14387 1.86233
H -2.79917 -10.83049 3.05606
H -3.27914 -10.59105 1.46408
H -1.57245 -11.06543 1.76913
H -0.57447 -5.84769 3.06398
H 0.63809 -6.04407 4.26081
H -0.96931 -6.69874 4.53061
H -1.85767 -8.64912 4.80798
C -5.25096 -2.28257 1.52575
C -5.96516 -2.32471 0.16861
C -5.82519 -0.92859 -0.44373
C -5.99944 -0.86714 -1.96099
C -5.11193 -1.91449 -2.63320
C -5.33080 -3.32900 -2.08958
N -5.15247 -3.27411 -0.63966
O -5.25393 -4.58614 -0.08879
C -6.66350 -3.94028 -2.54150
C -4.24317 -4.17843 -2.78467
C -7.43388 -2.66480 0.44183
H -4.19074 -2.01681 1.49486
H -5.31574 -3.24058 2.04953
H -5.72032 -1.57434 2.21536
H -6.59577 -0.25824 -0.05875
H -4.82343 -0.57421 -0.18529
H -5.64973 0.14071 -2.20594
H -7.06112 -0.90276 -2.20911
H -4.05432 -1.67584 -2.50993
H -5.37231 -1.82633 -3.69105
H -7.52500 -3.26769 -2.47663
H -6.70858 -4.26147 -3.58411
H -6.89143 -4.82580 -1.94461
H -4.52154 -4.23922 -3.83202
H -3.24275 -3.75959 -2.64055
H -4.13946 -5.18744 -2.37775
H -7.98415 -1.84969 0.90347
H -7.47417 -3.52772 1.11463
H -7.95902 -3.04539 -0.43529
H -4.47827 -4.62019 0.48145
C 0.51053 2.84145 6.91135
C 2.03016 3.08354 6.87839
C 2.68075 2.74091 8.23861
C 2.66411 1.24601 8.47383
C 3.48981 0.57886 7.37120
C 3.00033 0.87103 5.95122
N 2.76068 2.33034 5.87498
O 2.46804 2.71533 4.53116
C 4.08790 0.52931 4.94153
C 1.71171 0.09528 5.66584
C 2.29867 4.59386 6.65672
H 0.07193 2.89689 5.91232
H -0.00296 3.66127 7.42491
H 0.25015 1.91321 7.40992
H 3.68249 3.16753 8.26528
H 2.06243 3.28262 8.96148
H 1.67446 0.79960 8.62250
H 3.06047 0.91944 9.44431
H 3.50825 -0.48848 7.60632
H 4.51858 0.94069 7.45215
H 4.45420 -0.47895 5.16648
H 3.72945 0.42661 3.91736
H 4.91520 1.22979 5.03254
H 0.92659 0.22346 6.40874
H 1.27386 0.32520 4.69484
H 1.90767 -0.98345 5.66380
H 1.70971 4.90993 5.78939
H 3.33056 4.77149 6.33886
H 2.08062 5.20022 7.53062
H 2.96244 3.54200 4.48463
C 1.17591 7.09245 0.39419
C 0.88713 5.58987 0.58846
C 0.44466 4.92714 -0.72701
C 1.59384 4.53025 -1.63196
C 2.49438 3.64538 -0.83265
C 3.12504 4.35616 0.37814
N 1.99708 4.81735 1.21263
O 2.50395 5.54378 2.32571
C 3.80449 3.19890 1.12684
C 4.15165 5.37448 -0.10048
C -0.31526 5.53038 1.54837
H 1.81442 7.24455 -0.48451
H 1.72307 7.44189 1.26512
H 0.24811 7.58700 0.11522
H -0.31317 4.16308 -0.52279
H -0.17112 5.62108 -1.31666
H 2.00983 5.43757 -2.07535
H 1.18726 3.94446 -2.46583
H 3.30306 3.26019 -1.46340
H 1.87288 2.80619 -0.51498
H 4.19129 3.39092 2.13050
H 3.19661 2.29718 1.18852
H 4.69115 2.90608 0.55410
H 3.83983 6.18176 -0.75942
H 4.54288 5.91807 0.77385
H 5.08334 4.90410 -0.42149
H -1.23262 5.92539 1.10757
H -0.11454 6.08030 2.47016
H -0.58014 4.50828 1.83970
H 2.16110 5.03924 3.07257
C -1.45397 1.97232 -6.58617
C -2.60500 2.77442 -5.98280
C -3.04124 1.99838 -4.73361
C -3.57424 2.87007 -3.61566
C -2.69084 4.08451 -3.31731
C -2.59041 5.00280 -4.55568
N -2.13054 4.12930 -5.65945
O -1.65648 4.81311 -6.78576
C -3.87636 5.72593 -4.91112
C -1.44098 5.96607 -4.21494
C -3.83243 2.88253 -6.90557
H -0.65430 1.96281 -5.84021
H -1.00872 2.46642 -7.45449
H -1.71423 0.95343 -6.86514
H -3.87455 1.33607 -4.98467
H -2.28752 1.35248 -4.27263
H -3.74731 2.27812 -2.71276
H -4.58052 3.24191 -3.85453
H -1.69789 3.65198 -3.16448
H -3.07594 4.67154 -2.48543
H -4.67270 5.09298 -5.29836
H -4.29420 6.27570 -4.06371
H -3.63356 6.43098 -5.71034
H -0.53585 5.36371 -4.12940
H -1.30896 6.71701 -4.99205
H -1.67686 6.35318 -3.22342
H -3.70094 3.67789 -7.64291
H -4.74169 3.09034 -6.34243
H -3.98628 1.98910 -7.51856
H -0.69498 4.77080 -6.72239
C 1.10106 -2.35183 0.12838
C -0.08461 -1.84485 0.96723
C 0.50571 -1.05849 2.15096
C 0.85536 0.38978 1.78813
C -0.26080 1.07924 0.93866
C -0.68215 0.26838 -0.27239
N -1.09339 -1.05849 0.24185
O -1.63335 -1.86817 -0.78692
C -2.00839 0.92433 -0.76192
C 0.38393 0.24928 -1.37326
C -0.79668 -3.07333 1.55657
H 0.81018 -2.85447 -0.79593
H 1.54150 -3.15450 0.72475
H 1.80042 -1.54113 -0.06333
H -0.15903 -1.10943 3.01506
H 1.45908 -1.51483 2.42966
H 1.83465 0.49882 1.31948
H 0.92871 0.94894 2.72352
H 0.29412 1.97221 0.63924
H -1.08441 1.29472 1.61559
H -2.72193 0.94830 0.06094
H -1.73607 1.94057 -1.05420
H -2.45479 0.35287 -1.57568
H 0.36333 -0.70335 -1.89550
H 0.16349 1.07153 -2.06318
H 1.37543 0.52778 -1.01279
H -1.75705 -2.75262 1.97113
H -0.17890 -3.58885 2.29127
H -1.05824 -3.81849 0.79924
H -2.53118 -2.04793 -0.47353
*
```

Among the structures above, stability is greatest for b.